Formula: C29H24MnN6S2
Source: OMol25
Level of theory: ωB97M-V/def2-TZVPD

Atoms and positions in Å:
Mn  -0.30  0.63  0.60
S  -2.12  0.50  -3.51
S  -0.14  -2.58  -0.45
N  0.17  2.76  -0.01
N  1.95  -1.51  1.79
N  -2.54  0.69  0.49
N  0.04  -0.19  2.45
N  2.11  2.15  -1.25
N  1.58  0.38  0.33
C  -0.88  3.64  0.07
C  3.52  0.21  -0.88
C  3.45  -0.91  -0.03
C  5.50  -0.69  -1.90
C  2.27  -0.75  0.77
C  -0.82  0.09  3.49
C  -4.25  0.98  -1.23
C  0.76  -2.16  3.73
C  1.03  2.90  -1.07
C  -3.52  0.76  1.42
C  -0.20  -1.91  4.69
C  4.53  0.32  -1.83
C  0.80  3.91  -2.09
C  -0.58  0.31  -1.37
C  -4.87  0.91  1.10
C  0.92  -1.26  2.61
C  -1.18  4.59  -0.88
C  4.41  -1.92  -0.11
C  2.36  1.03  -0.62
C  -0.44  0.11  -3.71
C  5.43  -1.80  -1.05
C  -2.93  0.76  -0.84
C  -5.26  1.02  -0.25
C  0.24  0.03  -2.55
C  -1.86  -3.06  -0.65
C  -1.85  0.56  -1.79
C  -0.31  4.72  -2.02
C  0.44  -3.98  0.55
C  -1.00  -0.73  4.58
H  1.50  -3.83  0.79
H  -2.34  -3.16  0.34
H  -1.76  -0.47  5.34
H  4.55  1.18  -2.51
H  6.18  -2.59  -1.14
H  -3.22  0.66  2.47
H  6.30  -0.62  -2.64
H  1.29  -0.27  -2.47
H  -5.60  0.96  1.93
H  -0.52  5.44  -2.81
H  -0.34  -2.62  5.53
H  -0.13  -4.06  1.49
H  1.49  -2.98  3.79
H  -1.93  -4.01  -1.21
H  -2.39  -2.27  -1.24
H  -0.03  -0.06  -4.71
H  0.32  -4.92  -0.03
H  -2.07  5.20  -0.74
H  -1.47  3.55  0.99
H  -4.48  1.06  -2.30
H  -6.31  1.12  -0.52
H  4.34  -2.78  0.57
H  1.54  3.94  -2.89
H  -1.36  1.03  3.38

Values from the calculation:
F_max: 2.953 eV/Å
Spin multiplicity: 5
Calculated total energy: -3395.25620 a.u.
⟨S²⟩: 6.11
LUMO energy (alpha / beta): -3.89 / -3.89 eV
Relative energy (zero: lowest compared OMol25 entry of this formula, charge and spin): 0.0 kcal per mole
Net charge: +1